Entry 1:
Entry from OMol25: C34H24AsBr4CuN4O4S as an isolated structure in a non-equilibrium geometry (ωB97M-V/def2-TZVPD).

Last column: Mulliken charge in e.
Element x y z (Å)
Cu 0.11577 -0.05998 -1.05820  0.16
N 2.01256 0.04796 -7.50925  -0.63
C 2.20879 0.20082 -6.12134  1.23
C 1.60503 -0.68348 -5.22582  -0.98
C 1.83409 -0.57350 -3.86595  -0.54
C 2.67142 0.43717 -3.39046  -0.40
C 3.27025 1.32293 -4.26836  -0.15
C 3.04172 1.20408 -5.63317  -0.80
S 2.94324 0.57360 -1.64626  1.19
O 4.11122 1.39437 -1.44240  -0.79
O 3.00831 -0.77774 -1.15408  -0.70
N 1.55912 1.22691 -1.10690  0.70
C 1.30967 2.57770 -1.28598  0.11
N 2.17978 3.37599 -1.94661  -0.43
C 1.86571 4.65858 -2.04970  -0.21
C 0.69707 5.20325 -1.55581  -0.78
C -0.16049 4.28895 -0.95569  -0.11
N 0.12332 3.01054 -0.81667  -0.23
H 1.17242 -0.45369 -7.74602  0.23
H 2.09766 0.90246 -8.03346  0.21
H 0.94448 -1.46083 -5.60120  0.27
H 1.36242 -1.25974 -3.16636  0.35
H 3.90605 2.10381 -3.86793  0.48
H 3.50789 1.89723 -6.32840  0.24
H 2.59217 5.27988 -2.57096  0.38
H 0.45542 6.25315 -1.64938  0.36
H -1.13421 4.59726 -0.57741  0.41
Br -4.63302 -5.09937 -0.82438  -0.21
C -3.79786 -3.40530 -1.04266  -0.03
C -4.55529 -2.25085 -1.13669  0.11
Br -6.45369 -2.32537 -1.06489  -0.16
C -3.90036 -1.00333 -1.23750  -0.11
Br -4.87538 0.62103 -1.42772  -0.16
C -2.50387 -0.86601 -1.20818  1.05
O -1.89451 0.26958 -1.20092  -1.07
C -1.70659 -2.09261 -1.19001  0.19
O -0.41179 -1.99869 -1.25519  -0.41
C -2.38767 -3.30720 -1.08720  -0.30
Br -1.28130 -4.85263 -0.97981  -0.21
C -0.43104 0.86637 6.74749  -0.36
C 0.25975 -0.17924 6.14537  -0.70
C 0.34726 -0.26190 4.75847  0.01
C -0.25357 0.69855 3.94347  -0.08
C -0.94769 1.73724 4.56438  -0.22
C -1.04159 1.82512 5.94897  -0.59
As -0.24725 0.68181 1.92370  0.04
C 1.29480 -0.53238 1.79914  0.56
C 1.31683 -1.82034 1.27157  0.87
C 2.50139 -2.55291 1.25710  -1.16
C 3.67501 -2.00196 1.74669  -0.43
C 3.67206 -0.69638 2.22730  -0.79
C 2.49192 0.02968 2.24641  -0.69
C -1.86159 -0.44192 1.94424  0.45
C -1.92769 -1.81107 2.18625  0.13
C -3.15427 -2.46366 2.22254  -0.56
C -4.33088 -1.75063 2.04691  -0.12
C -4.27426 -0.38132 1.82131  -0.92
C -3.04685 0.26287 1.75548  -0.70
H -0.49310 0.93274 7.82823  0.35
H 0.73427 -0.93773 6.75827  0.37
H 0.88475 -1.08895 4.31090  0.31
H -1.42961 2.48894 3.94754  0.33
H -1.58892 2.64259 6.40521  0.36
H 0.44235 -2.23540 0.79010  -0.03
H 2.50292 -3.54564 0.82272  0.37
H 4.59975 -2.56766 1.71324  0.33
H 4.59435 -0.23609 2.56322  0.34
H 2.49833 1.05337 2.60812  0.35
H -1.02788 -2.38455 2.34930  0.35
H -3.18683 -3.53625 2.37233  0.41
H -5.28479 -2.26385 2.04972  0.46
H -5.18572 0.17653 1.64717  0.40
H -3.00175 1.31711 1.50607  0.28

The strongest force on any atom is 0.021 hartree/bohr. For the energy, the calculation gives -446283.9808 eV. The net charge is -2. As for the energy above the lowest of the compared OMol25 structures with the same formula, charge and spin: 0.0 kJ/mol.

Entry 2:
Entry from OMol25: C34H24Cl2N2O3STi as an isolated structure in a non-equilibrium geometry (ωB97M-V/def2-TZVPD).

Last column: Mulliken charge in e.
Element x y z (Å)
Ti 1.33808 -0.75267 -1.12314  0.15
C 2.36798 -2.74757 -1.86524  -0.64
C 2.11848 -2.84657 -0.47884  -0.71
C 0.72418 -2.79017 -0.27864  -0.40
C 0.11188 -2.62617 -1.54544  -0.21
C 1.13368 -2.61857 -2.52494  -0.67
H 3.33498 -2.83327 -2.34344  0.46
H 2.86248 -3.05317 0.27966  0.54
H 0.22668 -2.93957 0.67216  0.57
H -0.94672 -2.68217 -1.76824  0.57
H 0.98268 -2.62497 -3.59624  0.55
C 0.06798 -0.61867 -6.25004  -0.53
C -0.92592 -0.91607 -5.32774  -0.80
C -0.79352 -0.52287 -4.01024  0.19
C 0.34888 0.16613 -3.58304  0.08
C 1.32008 0.50693 -4.53164  -0.17
C 1.17958 0.10253 -5.84564  -0.91
N 0.47038 0.46843 -2.22834  -0.13
N 1.22168 1.63013 -1.96424  0.14
C 0.56818 2.57613 -1.16364  -0.26
C 1.04128 3.89093 -1.18664  -0.20
C 0.50288 4.85753 -0.36424  -0.71
C -0.52342 4.53073 0.51316  -0.75
C -1.03322 3.25133 0.51666  -1.02
C -0.51202 2.25623 -0.32114  1.02
H -0.03012 -0.94387 -7.27444  0.41
H -1.80692 -1.45697 -5.64654  0.40
H -1.56922 -0.72847 -3.28174  0.47
H 2.19218 1.06713 -4.22504  0.34
H 1.95508 0.34773 -6.55714  0.40
H 1.84758 4.13243 -1.86104  0.53
H 0.88878 5.86533 -0.39704  0.42
H -0.92162 5.27143 1.19006  0.44
H -1.83182 2.98593 1.19446  0.37
Cl 4.51698 4.58333 2.07436  -0.24
C 3.56588 3.22673 1.60406  0.29
C 2.79408 2.56963 2.55076  -0.67
C 2.05638 1.46823 2.16276  0.64
Cl 1.07168 0.63243 3.30006  -0.19
C 2.06338 1.00713 0.83266  -0.55
O 1.37378 -0.05257 0.47566  0.04
C 2.82188 1.73233 -0.11034  0.64
C 2.66248 1.31783 -1.55504  0.05
O 2.84858 -0.02467 -1.71134  -0.52
C 3.57268 2.82823 0.27766  -1.24
H 2.76798 2.90903 3.57416  0.48
H 3.35908 1.88853 -2.20224  0.53
H 4.14978 3.37113 -0.45544  0.46
C -3.57142 -3.37777 7.08706  -1.11
C -3.30942 -2.69217 5.78516  0.76
O -2.55192 -1.78127 5.61416  -0.51
S -4.22542 -3.43027 4.42886  -0.28
C -3.59132 -2.45187 3.08746  0.28
C -3.05002 -3.04967 1.96036  -0.86
C -2.46592 -2.26607 0.98166  -0.15
C -2.38462 -0.88247 1.14566  0.52
C -3.00222 -0.29447 2.25756  -0.63
C -3.62152 -1.07047 3.20926  -0.61
C -1.66302 0.00673 0.31796  -0.19
C -1.06302 0.96443 -0.13434  0.27
H -2.74492 -4.06607 7.26596  0.29
H -4.50352 -3.93407 7.07596  0.38
H -3.57772 -2.64187 7.88856  0.31
H -3.07672 -4.12397 1.85736  0.43
H -2.05782 -2.73937 0.10396  0.61
H -2.97132 0.77853 2.37086  0.34
H -4.10402 -0.61027 4.05616  0.48

The strongest force on any atom is 0.047 hartree/bohr. For the energy, the calculation gives -103765.3352 eV. The net charge is 0. As for the energy above the lowest of the compared OMol25 structures with the same formula, charge and spin: 43.5 kJ/mol.

Entry 3:
Entry from OMol25: C34H24ClN3O5PTi as an isolated structure in a non-equilibrium geometry (ωB97M-V/def2-TZVPD).

Last column: Mulliken charge in e.
Element x y z (Å)
Ti -0.38154 -0.17255 0.06418  -1.01
O -2.92351 2.32956 1.91391  -0.65
C -2.09517 1.50952 1.63063  0.62
O -1.71745 1.13961 0.42759  -0.49
C -1.34664 0.69992 2.68932  0.42
C -1.60224 0.61065 4.04381  -1.02
C -0.90944 -0.35086 4.77636  -0.43
C -0.01870 -1.21717 4.14398  -0.83
C 0.18204 -1.05246 2.78895  0.49
N -0.44330 -0.08991 2.11281  1.27
C 0.92146 -1.97400 1.82201  0.36
O 1.58417 -2.90343 2.18138  -0.61
O 0.66335 -1.60981 0.58474  -0.52
H -2.34155 1.25586 4.49771  0.63
H -1.09655 -0.45721 5.83664  0.49
H 0.48881 -2.01338 4.67032  0.61
O -0.31784 -0.45131 -1.62758  0.91
C -0.90506 -1.02880 -2.67747  0.80
C -0.33413 -0.96169 -3.94421  -0.77
C -0.97406 -1.53100 -5.02524  -0.69
C -2.19981 -2.16802 -4.85896  -1.00
C -2.75379 -2.27012 -3.60033  -0.79
C -2.11248 -1.72156 -2.48720  0.21
C -2.60709 -1.91178 -1.13156  0.42
N -2.02241 -1.50408 -0.00343  0.98
C -2.77107 -1.99097 1.04485  -0.44
C -3.82025 -2.69344 0.55295  -1.07
N -3.70288 -2.63213 -0.81112  -0.08
H 0.61250 -0.44812 -4.05007  0.49
H -0.51704 -1.48318 -6.00455  0.47
H -2.70841 -2.60174 -5.70873  0.42
H -3.69392 -2.79623 -3.48802  0.38
H -2.50422 -1.82387 2.07404  0.39
H -4.61723 -3.21968 1.04634  0.44
H -4.32668 -3.06438 -1.46930  0.17
Cl 2.72081 -0.16430 -0.66874  -0.12
C 3.45035 1.36301 -0.29422  0.86
C 4.81692 1.48781 -0.13404  -0.72
C 5.33744 2.73463 0.17688  -0.53
C 4.50107 3.83025 0.32885  -0.85
C 3.12986 3.68974 0.17662  -0.51
C 2.58596 2.44997 -0.14537  -0.34
P 0.79306 2.14510 -0.35546  1.80
C 0.54730 2.34299 -2.16129  0.44
C -0.76993 2.48932 -2.60994  -0.15
C -1.02211 2.74748 -3.94514  -0.71
C 0.03204 2.86036 -4.84459  -0.75
C 1.33514 2.70246 -4.40548  -0.76
C 1.59689 2.44868 -3.06258  -0.87
C 0.10002 3.72424 0.24131  0.16
C -0.09880 3.87317 1.61258  -0.33
C -0.54144 5.07885 2.13029  -0.87
C -0.78317 6.14610 1.27911  -0.69
C -0.57934 6.00871 -0.08628  -0.71
C -0.13754 4.80255 -0.60904  -0.25
H 5.46098 0.62673 -0.25040  0.52
H 6.40596 2.84750 0.30198  0.40
H 4.91624 4.80024 0.56622  0.44
H 2.47916 4.54497 0.29883  0.43
H -1.58482 2.43687 -1.89662  0.45
H -2.04262 2.86513 -4.28687  0.49
H -0.16567 3.07914 -5.88596  0.42
H 2.15839 2.78234 -5.10374  0.42
H 2.62195 2.36453 -2.72339  0.42
H 0.10844 3.03865 2.27448  0.64
H -0.69843 5.18726 3.19520  0.44
H -1.12933 7.08947 1.68043  0.41
H -0.76061 6.84346 -0.75031  0.45
H 0.02543 4.71225 -1.67298  0.42

The strongest force on any atom is 0.043 hartree/bohr. For the energy, the calculation gives -95282.4061 eV. The net charge is +1. As for the energy above the lowest of the compared OMol25 structures with the same formula, charge and spin: 77.9 kJ/mol.